No. 1
Computed, not measured: a cluster of 6 separate species, C12H6BrCl20N2O4 in total at a distorted geometry, with ωB97M-V/def2-TZVPD.

The HOMO energy comes out at -12.61 eV. Its charge is +1. The calculation puts the HOMO-LUMO gap at 7.946 eV. Its molecular weight is 1031.2 g/mol. Its largest force on an atom is 1.1 eV Å⁻¹.

Last column: natural (NBO) charge in e.
Cartesian coordinates (Å):
Cl1 -6.5631 8.0376 -2.6079  0.071
Cl2 -0.9363 -2.7605 5.5963  0.080
Cl3 -3.1899 3.2263 -2.0959  0.095
Cl4 3.9491 1.3210 3.9093  0.039
N1 6.0631 -2.1258 1.0757  0.441
Cl5 -2.7443 5.6756 -5.8623  0.038
Cl6 -0.4099 -4.0936 3.0892  -0.023
N2 -1.5987 -3.0382 0.3050  -0.412
Cl7 -1.8293 6.5240 -8.4612  0.067
O1 5.3853 -1.9956 -0.2357  -0.451
Cl8 -1.8942 -5.4475 5.1630  0.078
C1 5.4871 0.6229 4.4424  -0.227
C2 1.0983 -2.8083 0.3959  -0.022
Cl9 -7.3592 5.2646 -2.6084  0.055
Cl10 -3.6848 8.1591 -6.9772  0.068
C3 -0.5797 -4.3178 4.8613  -0.220
Br1 1.5741 -5.6058 0.4631  0.207
H1 -1.7355 -0.9716 0.2836  0.254
Cl11 -4.8761 0.8904 -2.0993  0.069
O2 3.0902 -2.5360 1.5712  -0.516
H2 0.7459 -0.6828 0.3623  0.272
C4 -2.2994 7.0759 -6.8547  -0.226
C5 -0.8606 -4.1532 0.3591  0.058
C6 0.3074 -1.6691 0.3536  -0.195
H3 4.7071 -3.9217 0.1210  0.177
O3 3.2292 -2.7219 -0.6831  -0.490
H4 4.9066 -3.4377 -1.5768  0.201
Cl12 6.7571 1.8379 4.3151  0.068
Cl13 -2.5712 1.0078 -0.3576  -0.021
Cl14 -5.4028 6.2093 -0.7075  0.046
O4 6.8346 -2.9764 1.0738  -0.190
C7 4.6203 -3.0961 -0.5870  0.185
Cl15 0.9292 -4.9566 5.4902  0.090
C8 2.5958 -2.6816 0.4840  0.764
C9 0.5129 -4.0763 0.4091  -0.114
C10 -6.0146 6.3827 -2.3583  -0.228
Cl16 -4.7224 6.0138 -3.5071  0.049
Cl17 5.3364 0.0970 6.1222  0.059
Cl18 -0.9494 7.9209 -6.0966  0.064
H5 -1.3512 -5.1150 0.3770  0.267
Cl19 -4.8787 2.6577 0.1729  0.092
C11 -1.0583 -1.8167 0.3099  0.092
Cl20 5.8814 -0.7551 3.4087  0.054
C12 -3.8952 1.9636 -1.1031  -0.220
H6 -2.6062 -3.1272 0.2652  0.455

=====

No. 2
Computed, not measured: a structure of composition C21H19AuF6N3O7PS5, with ωB97M-V/def2-TZVPD.

The HOMO energy (spin up / spin down) comes out at -9.21 / -9.21 eV. The calculation puts the HOMO-LUMO gap (spin up / spin down) at 6.397 / 6.398 eV. Its molecular weight is 927.7 g/mol. Its largest force on an atom is 0.7 eV Å⁻¹.

Last column: natural (NBO) charge in e.
Cartesian coordinates (Å):
C1 1.5838 -0.4639 -3.4668  -0.208
P1 -0.3185 1.1466 0.8715  0.971
C2 1.6017 3.5990 3.4845  -0.222
C3 -1.5584 0.8640 -2.9716  -0.203
S1 0.6277 -0.0536 -6.4583  -0.126
C4 2.0876 2.5631 0.9554  -0.168
H1 2.3631 0.2398 -1.5901  0.233
F1 -4.0853 -1.0580 0.5550  -0.311
C5 -0.5469 1.5348 -0.8864  -0.296
C6 -0.3309 2.9275 -2.8397  -0.208
C7 0.7972 -1.4309 -4.0714  -0.069
H2 0.2030 -2.7002 -7.0849  0.417
C8 -1.4765 -2.3306 5.2211  0.737
S2 -1.3359 -1.0138 3.9348  2.242
C9 3.0380 3.3608 1.5706  -0.194
H3 3.9812 3.5548 1.0746  0.223
O1 4.0074 -1.0109 -0.2053  -0.965
C10 -1.9239 1.6097 1.5760  -0.948
O2 -1.7039 0.1992 4.5960  -0.917
C11 -1.0654 2.0133 -3.5791  -0.180
H4 -1.2552 2.1899 -4.6296  0.231
H5 -0.4556 -3.1517 -3.6660  0.216
O3 -2.0673 -3.7855 2.2056  -0.889
H6 -0.2765 2.5762 3.3956  0.218
C12 0.6407 2.8111 2.8676  -0.123
S3 3.6748 -1.2684 1.1741  2.229
H7 -1.6728 -0.2816 -1.1592  0.235
S4 -2.2189 -2.4441 1.7341  2.245
H8 0.4516 -3.4897 -5.5652  0.399
O4 4.7464 -1.5346 2.0793  -0.903
O5 2.7188 -0.2098 1.7081  -0.955
C13 2.7946 3.8783 2.8351  -0.180
F2 -3.8223 -3.0937 -0.1518  -0.305
H9 -2.1338 0.1510 -3.5502  0.223
C14 0.5966 -1.4341 -5.5583  0.094
F3 -2.7567 -2.5812 5.4578  -0.302
S5 2.2954 -2.8381 1.2061  -0.330
H10 1.4199 3.9860 4.4787  0.223
F4 -0.8958 -1.8704 6.3236  -0.300
C15 0.3180 -2.2819 -1.8868  0.041
C16 -3.8529 -2.3186 0.9269  0.735
N1 -2.4179 -1.3314 2.8240  -1.228
H11 3.5483 4.4833 3.3246  0.221
N2 1.0662 -1.3347 -1.3132  -0.492
C17 1.7100 -0.4611 -2.0923  0.068
H12 2.0880 0.2769 -4.0701  0.255
H13 0.0438 3.8299 -3.3088  0.224
H14 -2.7116 1.1093 1.0154  0.265
O6 0.0213 -1.1531 3.4357  -0.968
H15 -0.1841 -2.9738 -1.2238  0.231
F5 -4.7999 -2.7267 1.7486  -0.290
Au1 0.8036 -0.9958 1.0401  1.255
H16 0.4994 3.4161 -0.9230  0.231
C18 -0.0713 2.6949 -1.4937  -0.224
O7 -1.3186 -2.0301 0.6415  -1.008
C19 0.1765 -2.3726 -3.2592  -0.206
C20 -1.3020 0.6233 -1.6326  -0.229
H17 -2.0142 1.3430 2.6268  0.281
N3 0.3570 -2.6395 -6.0935  -0.752
H18 -1.9935 2.6867 1.4400  0.251
H19 2.3024 2.1247 -0.0115  0.218
F6 -0.8674 -3.4339 4.8250  -0.292
C21 0.8700 2.3045 1.5881  -0.422

=====

No. 3
Computed, not measured: an isolated molecule of C7H13N at a distorted geometry, with ωB97M-V/def2-TZVPD.

The HOMO energy comes out at -7.91 eV. The calculation puts the HOMO-LUMO gap at 8.846 eV. As for the SMILES: [H]/N=C(\C)[C@@H](C)C(=C)C. Its molecular weight is 111.2 g/mol. Its largest force on an atom is 2.5 eV Å⁻¹.

Last column: natural (NBO) charge in e.
Cartesian coordinates (Å):
C1 1.0686 -0.1901 -0.5527  0.348
H1 1.0260 -1.7398 -1.7508  0.344
H2 -0.5796 1.9728 -0.8673  0.212
C2 -0.9819 -1.5836 1.4103  -0.488
N1 0.4686 -1.1294 -1.1565  -0.629
C3 2.5221 0.1614 -0.6170  -0.684
C4 -2.1892 -0.3155 -0.3435  -0.650
H3 -0.5174 -1.5384 2.3831  0.186
H4 2.6378 1.2398 -0.7101  0.226
H5 -1.8767 -0.0249 -1.3476  0.210
C5 -0.9793 -0.6161 0.4883  0.128
H6 -2.8276 -1.1917 -0.4171  0.222
H7 -1.3790 -2.5845 1.3788  0.197
H8 3.0211 -0.1407 0.3047  0.233
C6 0.1729 0.4455 0.4807  -0.331
H9 0.6674 2.5440 0.2431  0.210
C7 -0.2014 1.8890 0.1491  -0.606
H10 3.0102 -0.3316 -1.4566  0.222
H11 0.6769 0.4055 1.4497  0.219
H12 -0.9744 2.2354 0.8331  0.218
H13 -2.7651 0.4928 0.0983  0.215